The molecule C5H11O4P in a non-equilibrium geometry, computed with the ωB97M-V functional and the def2-TZVPD basis.

```
! RIJCOSX wB97M-V def2-TZVPD def2/J DEFGRID3
* xyz 0 1
C -1.84 0.15 0.66
C -1.07 -1.11 0.88
C -0.93 1.23 -0.01
C -0.97 -1.89 -0.53
C 2.92 0.24 -1.16
O 1.69 1.64 1.08
O 0.17 -0.86 1.47
O -1.18 2.49 0.42
O 1.47 0.18 -0.97
P 0.82 0.72 0.34
H -2.76 0.04 0.25
H -1.98 0.60 1.65
H -1.51 -1.89 1.64
H -1.11 1.36 -1.20
H -0.63 -1.19 -1.24
H -1.73 -2.49 -0.84
H -0.12 -2.46 -0.30
H 3.15 0.30 -0.12
H 3.30 1.08 -1.71
H 3.24 -0.68 -1.62
H -0.92 2.53 1.32
*
```

Computed properties:
SMILES = CO[P@]1(=O)O[C@H](C)C[C@H]1O
E_LUMO = 0.70 eV
HOMO-LUMO gap = 0.3836 hartree
HOMO energy = -9.74 eV

Atom charges from the natural (NBO) analysis, given in e for atoms 1 to 5:
1 C -0.46
2 C 0.10
3 C -0.24
4 C -0.65
5 C -0.24